77
Properties=species:S:1:pos:R:3 method="wB97M-V/def2-TZVPD" total_charge=-1 mol_weight_g_mol=857.4 relative_energy_kcal_mol=0.00
Sn -0.32 0.15 0.16
C -0.24 2.63 5.16
S 0.61 1.05 5.12
C 0.76 0.71 3.39
S 0.10 1.80 2.23
N 1.37 -0.43 3.21
N 1.56 -0.72 1.88
C 2.05 -1.87 1.62
C 2.27 -2.26 0.22
C 2.65 -3.57 -0.08
C 2.85 -3.92 -1.40
C 2.68 -2.95 -2.38
C 2.29 -1.68 -1.99
N 2.10 -1.33 -0.72
H -0.33 2.88 6.22
H -1.23 2.56 4.72
H 0.33 3.40 4.65
H 2.28 -2.58 2.41
H 2.76 -4.29 0.72
H 3.13 -4.93 -1.66
H 2.82 -3.18 -3.43
H 2.14 -0.89 -2.73
O -0.81 -2.53 4.86
C -1.18 -2.20 3.61
O -0.82 -2.82 2.65
C -2.11 -1.02 3.59
C -2.68 -0.54 4.76
C -3.54 0.55 4.66
C -3.77 1.11 3.42
C -3.11 0.59 2.31
N -2.31 -0.47 2.39
C -3.28 1.29 0.96
O -4.21 2.07 0.86
O -2.42 0.99 0.06
H -0.17 -3.25 4.76
H -2.44 -1.00 5.70
H -4.02 0.95 5.55
H -4.42 1.96 3.28
N -2.76 -3.61 -2.34
C -1.94 -3.21 -1.35
O -0.73 -3.30 -1.42
C -2.55 -2.58 -0.12
I -4.51 -3.23 0.43
H -2.34 -3.84 -3.22
H -3.75 -3.41 -2.31
H -2.65 -1.50 -0.26
H -1.91 -2.76 0.74
C 3.35 1.65 0.17
C 3.05 2.61 -0.98
C 2.29 3.84 -0.48
C 2.40 1.95 -2.18
C 3.19 1.72 -3.30
C 2.66 1.20 -4.47
C 1.30 0.98 -4.54
C 0.46 1.19 -3.45
C -1.04 1.01 -3.69
C -1.88 2.19 -3.20
C -1.60 -0.31 -3.18
C 1.02 1.60 -2.21
O 0.27 1.72 -1.12
H 3.92 2.16 0.95
H 3.93 0.79 -0.19
H 2.44 1.27 0.62
H 4.02 2.98 -1.35
H 1.32 3.57 -0.08
H 2.14 4.56 -1.29
H 2.86 4.34 0.31
H 4.24 1.96 -3.24
H 3.30 1.03 -5.33
H 0.85 0.65 -5.47
H -1.13 0.98 -4.78
H -1.87 2.27 -2.12
H -2.92 2.06 -3.52
H -1.51 3.13 -3.63
H -1.64 -0.34 -2.09
H -0.99 -1.16 -3.52
H -2.62 -0.45 -3.54